# 1
C28H56N3O8 | ωB97M-V/def2-TZVPD

Calculated values
- Charge: +1

XYZ file:
```
95
Properties=species:S:1:pos:R:3:forces:R:3
C 6.447 -1.170 -0.905 -0.2 0.3 0.0
O 5.460 -0.239 -0.494 0.2 0.1 0.0
C 4.920 0.480 -1.589 -0.1 -0.7 0.2
C 3.718 1.254 -1.101 -0.1 0.0 -0.6
C 3.192 2.231 -2.155 0.4 0.0 0.3
C 2.224 3.276 -1.578 0.5 -0.5 -0.4
C 0.775 2.823 -1.648 0.0 0.1 0.5
C -0.215 3.884 -1.114 0.3 -0.1 -0.9
C -1.364 4.203 -2.097 0.2 0.3 0.5
C -2.762 3.906 -1.556 0.1 -0.4 -0.6
C -2.911 2.514 -0.918 -0.2 -0.1 0.0
C -3.855 1.537 -1.673 0.8 0.5 -0.2
C -3.074 0.892 -2.783 -0.2 -0.2 0.0
N -2.746 1.688 -3.783 0.1 -0.3 -0.1
N -1.993 1.175 -4.744 0.0 -0.3 0.0
C -1.542 -0.071 -4.825 -0.1 -0.2 0.5
C -0.660 -0.450 -5.987 0.2 0.3 0.1
O -0.538 -1.837 -6.083 -0.4 0.0 -0.1
N 0.790 -2.239 -5.588 0.3 0.0 0.3
O 0.829 -3.366 -5.403 0.0 0.0 -0.2
C -1.898 -0.948 -3.801 -0.1 0.4 0.0
C -2.679 -0.484 -2.757 0.2 0.2 -0.5
C -3.035 -1.439 -1.670 0.3 -0.2 0.0
C -1.882 -1.632 -0.652 -1.3 -0.1 -0.1
O -1.791 -3.031 -0.335 0.9 0.4 0.8
C -0.739 -3.625 -0.936 -0.1 -0.4 0.2
O -0.505 -3.513 -2.094 0.3 0.4 -1.0
H 5.972 -2.109 -1.193 0.1 -0.1 -0.1
H 7.129 -1.328 -0.076 0.0 -0.1 0.1
H 7.025 -0.777 -1.744 0.1 0.0 -0.1
H 4.615 -0.249 -2.351 0.0 0.1 -0.2
H 5.690 1.127 -2.021 0.0 0.1 0.0
H 2.938 0.527 -0.873 0.0 0.0 0.4
H 4.009 1.794 -0.202 -0.1 0.0 0.2
H 2.724 1.679 -2.974 -0.1 0.0 -0.1
H 4.062 2.722 -2.595 0.0 0.2 0.0
H 2.518 3.441 -0.543 -0.1 0.3 0.1
H 2.368 4.203 -2.131 -0.2 0.2 0.1
H 0.691 1.911 -1.048 -0.1 -0.2 -0.2
H 0.558 2.566 -2.688 -0.1 0.0 -0.1
H -0.592 3.566 -0.146 0.0 0.2 0.2
H 0.361 4.798 -1.005 -0.1 0.1 0.4
H -1.166 3.688 -3.035 -0.2 -0.2 -0.1
H -1.318 5.267 -2.323 0.0 0.1 -0.1
H -3.048 4.692 -0.863 0.0 0.0 0.2
H -3.457 3.967 -2.395 -0.1 0.2 0.0
H -3.271 2.602 0.103 0.0 0.0 0.1
H -1.940 2.019 -0.863 0.1 0.1 0.2
H -4.674 2.088 -2.127 -0.3 -0.1 0.2
H -4.207 0.790 -0.978 -0.3 -0.1 0.0
H -1.751 1.822 -5.488 -0.2 0.2 0.1
H 0.327 -0.003 -5.825 0.1 0.0 0.0
H -1.058 -0.012 -6.903 -0.1 -0.2 -0.2
H -1.548 -1.970 -3.835 0.0 -0.1 0.0
H -3.950 -1.203 -1.142 -0.1 0.2 0.0
H -3.194 -2.408 -2.135 0.0 -0.1 -0.1
H -0.936 -1.246 -1.019 0.1 -0.1 0.0
H -2.162 -1.146 0.279 0.2 0.1 0.1
H -0.102 -4.211 -0.271 -0.3 -0.3 0.3
C -0.415 -3.664 4.575 0.0 0.2 0.1
C -1.802 -3.346 4.043 0.3 -0.3 -0.2
C -2.437 -4.565 3.394 -0.2 0.1 0.0
O -1.741 -2.268 3.102 -0.2 0.2 0.0
H 0.245 -3.977 3.760 -0.1 -0.1 0.0
H 0.031 -2.782 5.034 0.0 0.0 0.0
H -0.447 -4.464 5.314 0.1 0.0 0.0
H -2.434 -2.994 4.858 0.0 0.1 -0.1
H -1.835 -4.902 2.545 0.1 0.0 0.1
H -3.432 -4.326 3.016 0.0 0.0 0.0
H -2.522 -5.390 4.103 0.0 0.0 0.0
H -1.187 -2.554 2.369 0.0 -0.1 0.0
C -1.052 7.819 0.773 -0.1 -0.2 0.0
C 0.303 7.628 0.110 -0.2 0.4 0.0
C 1.160 8.879 0.218 0.1 -0.1 -0.1
O 0.130 7.266 -1.264 0.1 -0.2 0.0
H -1.604 8.627 0.287 0.1 0.1 0.0
H -1.652 6.912 0.686 0.0 0.0 0.0
H -0.944 8.063 1.831 0.0 0.0 0.0
H 0.822 6.789 0.576 0.0 -0.1 -0.1
H 0.674 9.719 -0.285 -0.1 0.0 0.1
H 2.126 8.724 -0.264 0.0 0.0 0.0
H 1.331 9.153 1.259 0.0 0.0 0.0
H -0.324 7.992 -1.705 0.0 0.0 0.0
C 1.931 -7.963 7.438 0.0 0.1 0.1
C 0.554 -7.634 6.883 0.3 -0.3 -0.2
C -0.097 -8.853 6.248 -0.2 0.1 0.0
O 0.647 -6.573 5.929 -0.2 0.1 0.1
H 2.594 -8.299 6.636 0.0 -0.1 0.0
H 2.383 -7.079 7.888 0.0 0.0 0.0
H 1.877 -8.749 8.192 0.0 0.0 0.0
H -0.082 -7.258 7.686 0.0 0.1 0.0
H 0.506 -9.215 5.412 0.1 0.0 0.1
H -1.083 -8.600 5.856 0.0 0.0 0.0
H -0.208 -9.664 6.969 0.0 0.0 0.0
H 1.206 -6.878 5.207 0.0 0.0 0.0
```
Positions in Å, forces in eV/Å.

Mulliken population analysis, charges in e, atoms 1 to 5:
1 C -0.74
2 O -0.34
3 C -0.62
4 C -0.39
5 C -0.78

# 2
C40H89N3O14 | ωB97M-V/def2-TZVPD

XYZ file:
```
146
Properties=species:S:1:pos:R:3:forces:R:3
C -2.901 1.245 5.006 1.7 -0.2 0.9
O -2.374 0.104 4.340 -0.2 0.5 0.3
C -1.391 -0.522 5.126 1.5 1.0 -0.4
C -0.690 -1.625 4.380 -1.6 -0.9 -0.7
O -1.612 -2.618 3.900 2.1 0.3 1.4
C -2.234 -2.250 2.734 -2.0 0.0 0.0
H -2.271 2.149 4.948 0.4 -0.5 0.1
H -3.135 1.050 6.060 0.2 -0.2 0.0
H -3.773 1.539 4.550 -2.2 0.3 -1.3
H -1.811 -0.876 6.062 -0.1 -0.1 0.3
H -0.561 0.217 5.308 -0.6 -0.3 0.4
H -0.062 -2.178 5.027 0.8 -0.3 1.0
H -0.063 -1.267 3.564 -0.1 0.3 -0.2
H -3.200 -1.839 3.033 -0.3 0.1 -0.6
H -2.327 -3.125 2.139 -0.4 -0.7 -0.6
H -1.736 -1.520 2.136 0.7 0.7 -0.3
C -2.385 4.529 -0.047 -0.7 1.8 1.0
O -2.305 5.109 1.268 0.1 -0.3 0.4
C -1.552 4.374 2.235 -0.8 1.2 -0.2
C -1.654 5.037 3.629 -1.4 0.8 -0.1
O -3.010 4.861 4.121 1.0 -0.2 0.5
C -3.166 5.025 5.538 -0.4 -0.4 -0.1
H -1.498 4.629 -0.657 0.6 -0.2 0.2
H -3.157 5.159 -0.505 0.1 -0.4 -0.2
H -2.748 3.538 0.048 -0.2 -1.1 -0.3
H -0.541 4.413 1.874 1.0 -0.3 0.2
H -1.874 3.313 2.319 0.0 0.5 0.0
H -1.429 6.140 3.752 0.0 -1.1 -0.9
H -0.945 4.525 4.257 0.3 -0.5 0.6
H -3.328 6.092 5.862 0.4 -0.9 -0.4
H -2.352 4.535 6.128 -0.3 0.6 -0.5
H -4.079 4.443 5.777 0.3 0.5 0.0
C -2.257 -6.160 3.548 -1.7 0.9 -1.6
O -1.046 -6.019 2.808 -1.6 0.0 -0.2
C 0.060 -6.234 3.590 0.9 1.1 1.4
C 1.352 -6.035 2.857 0.2 0.5 -1.1
O 1.408 -6.938 1.757 0.2 -0.1 0.5
C 2.748 -7.133 1.400 1.1 -0.6 -1.3
H -3.151 -5.822 2.914 1.5 -0.2 0.5
H -2.336 -5.550 4.447 0.6 0.1 0.1
H -2.501 -7.185 3.762 0.3 -0.7 0.4
H 0.172 -7.243 3.990 -0.7 -0.4 0.1
H 0.022 -5.516 4.463 0.3 -0.6 -0.5
H 2.123 -6.388 3.554 0.1 0.7 0.1
H 1.554 -4.994 2.441 -0.3 -0.9 0.9
H 2.826 -8.126 0.859 -0.1 1.1 0.6
H 3.448 -7.159 2.292 -0.7 0.0 -0.9
H 3.094 -6.328 0.679 -0.2 -0.7 0.8
C -0.034 -2.809 0.247 0.7 -0.1 -1.1
O -1.309 -3.337 0.115 -1.3 -0.4 0.4
C -1.302 -4.676 -0.375 0.5 0.3 -0.1
C -2.724 -5.244 -0.393 0.4 1.6 -1.1
O -3.290 -5.108 -1.724 0.9 0.2 0.3
C -4.683 -5.030 -1.696 -0.5 -1.6 1.6
H 0.612 -3.354 0.954 -0.2 0.2 -0.1
H -0.089 -1.752 0.471 -0.1 0.2 0.4
H 0.410 -2.840 -0.760 0.5 -0.1 0.1
H -0.678 -5.281 0.280 0.1 -0.2 0.2
H -0.790 -4.618 -1.350 -0.5 -0.5 -0.1
H -3.277 -4.548 0.240 -0.2 -0.3 0.4
H -2.740 -6.261 -0.002 -0.2 -0.1 -0.2
H -5.041 -5.968 -1.207 -0.3 0.3 -0.6
H -5.149 -4.899 -2.649 0.3 -0.2 -0.9
H -5.082 -4.254 -1.064 0.2 0.8 0.4
C -0.484 4.997 -6.634 1.4 0.1 0.6
O -0.912 4.600 -5.335 -0.5 1.3 -1.0
C 0.054 3.996 -4.556 1.1 -1.5 1.2
C -0.451 4.001 -3.114 0.0 1.3 0.1
O -0.238 5.277 -2.450 -0.9 0.4 -1.7
C -1.077 6.325 -3.037 -0.6 -1.6 3.2
H -1.376 5.126 -7.235 0.0 -0.1 -0.2
H 0.184 4.191 -6.991 -0.4 0.3 -0.5
H 0.153 5.954 -6.666 -1.0 -1.1 0.4
H 1.072 4.450 -4.575 -0.8 0.2 -0.3
H 0.201 2.929 -4.860 0.0 0.5 0.0
H 0.089 3.349 -2.439 0.1 -0.6 -0.3
H -1.539 3.772 -3.170 0.5 0.0 0.3
H -2.040 5.901 -3.232 -0.7 -0.4 -0.3
H -0.768 6.774 -3.912 1.3 0.8 -1.8
H -1.255 7.032 -2.231 0.4 0.4 0.0
C -3.603 0.972 0.529 1.1 -0.6 -0.5
O -3.220 0.997 -0.854 0.2 -0.1 0.7
C -1.813 0.940 -1.065 0.1 0.6 -1.1
C -1.612 0.412 -2.502 -0.6 0.9 0.4
O -1.424 -0.974 -2.699 -0.6 0.5 0.8
C -2.589 -1.785 -2.418 0.6 1.4 -0.9
H -2.842 0.358 1.050 -0.7 -0.2 0.1
H -4.606 0.505 0.533 0.5 0.6 0.5
H -3.494 1.961 1.003 -0.7 -0.2 -0.2
H -1.285 0.289 -0.383 -0.1 -0.3 0.6
H -1.374 1.981 -1.002 -0.3 -0.9 0.0
H -0.750 0.885 -2.930 0.6 0.2 -0.3
H -2.496 0.874 -2.985 0.2 -0.8 -0.5
H -2.210 -2.765 -2.559 -0.2 -1.1 0.1
H -3.339 -1.532 -3.177 -0.2 -0.2 0.2
H -2.986 -1.619 -1.424 0.0 -0.1 0.2
C 4.625 -0.448 3.741 -1.9 0.5 -0.7
C 5.236 0.210 2.516 -0.2 -1.7 -0.7
C 5.714 -0.872 1.455 0.0 -0.4 0.7
C 4.470 -1.651 1.079 0.4 1.0 0.1
N 3.396 -2.051 0.934 0.8 -0.1 -0.1
H 5.234 -1.221 4.193 0.1 0.0 0.1
H 3.651 -0.864 3.394 0.7 -0.2 0.6
H 4.334 0.336 4.455 0.3 -0.3 0.1
H 6.004 0.842 2.867 1.3 0.6 -0.2
H 4.510 0.828 1.987 -0.1 0.1 0.2
H 6.481 -1.598 1.835 -0.8 0.6 0.1
H 6.229 -0.389 0.613 -0.7 -0.1 -0.1
C 4.436 3.263 -4.340 -1.1 1.6 -0.2
C 3.346 3.513 -3.246 1.6 1.3 -1.1
C 3.949 3.842 -1.912 1.3 1.6 1.3
C 4.910 2.867 -1.391 0.3 -2.4 0.3
N 5.495 1.940 -0.996 -0.6 1.6 -0.5
H 4.741 2.252 -4.279 1.0 -0.9 0.2
H 5.260 4.022 -4.385 -0.6 -0.8 0.4
H 3.928 3.335 -5.305 0.0 0.0 0.0
H 2.770 2.648 -3.193 -1.2 -1.3 0.1
H 2.726 4.356 -3.569 0.0 -0.2 0.3
H 3.278 4.031 -1.054 -0.2 -0.2 -0.7
H 4.546 4.774 -2.015 -0.4 -0.3 0.0
C -0.153 -1.893 -5.722 0.3 0.7 0.7
C 1.272 -2.475 -5.619 -1.0 -0.6 0.9
C 2.172 -1.761 -4.529 0.1 -0.3 -1.4
C 2.120 -0.294 -4.732 -0.4 1.7 0.3
N 1.959 0.863 -4.751 0.5 -2.2 -0.2
H -0.153 -0.924 -6.255 0.1 -0.2 0.6
H -0.566 -1.788 -4.695 0.1 0.3 -0.7
H -0.856 -2.489 -6.276 0.0 -0.7 -0.3
H 1.782 -2.365 -6.558 0.3 0.0 -0.5
H 1.179 -3.588 -5.445 0.4 1.2 0.2
H 3.196 -2.137 -4.782 -0.6 0.5 0.9
H 1.882 -1.892 -3.471 0.2 -0.5 -0.5
O 1.544 2.576 -0.366 0.4 0.7 -0.4
C 1.517 1.383 -0.421 -1.5 -1.2 1.1
O 0.949 0.632 0.559 0.1 -0.5 0.3
C 0.362 1.231 1.721 0.9 1.1 -0.6
C 1.426 1.412 2.792 0.5 -0.5 -0.3
C 1.942 0.396 -1.441 2.9 0.6 1.0
H -0.434 0.566 1.978 -0.6 -0.3 0.4
H 0.005 2.216 1.420 -0.3 -0.1 0.1
H 1.752 0.424 3.198 -0.1 0.8 -0.2
H 1.137 2.088 3.597 -0.3 -0.2 0.1
H 2.264 1.921 2.285 -0.1 -0.4 0.3
H 2.697 0.831 -2.078 0.0 0.0 -0.4
H 1.172 -0.052 -1.962 -1.9 -0.5 -1.2
H 2.407 -0.416 -0.868 0.0 0.1 -0.2
```
Positions in Å, forces in eV/Å.

Mulliken population analysis, charges in e, atoms 1 to 5:
1 C -0.94
2 O -0.05
3 C -0.58
4 C -0.19
5 O -0.49

# 3
C5H15NO2 | ωB97M-V/def2-TZVPD

XYZ file:
```
23
Properties=species:S:1:pos:R:3:forces:R:3
C 1.875 -1.336 -2.170 -0.1 0.3 0.6
C 1.676 -0.030 -1.360 -0.5 -1.0 -1.0
C 1.135 -0.238 0.021 0.6 0.4 0.4
C 1.376 -1.251 0.857 0.0 -0.1 -0.4
N 0.885 -1.313 2.150 -0.1 0.1 0.6
C 1.772 -1.881 3.156 -0.4 -0.2 -0.2
H 0.918 -1.823 -2.331 -0.2 -0.1 0.0
H 2.302 -1.120 -3.139 0.2 0.0 -0.2
H 2.507 -2.052 -1.647 0.2 0.0 0.0
H 0.957 0.547 -1.960 0.2 0.2 0.3
H 2.618 0.515 -1.359 0.1 0.2 0.2
H 0.654 0.634 0.470 -0.1 -0.1 -0.1
H 1.927 -2.162 0.617 0.0 0.3 -0.4
H 0.515 -0.424 2.456 -0.1 0.0 0.0
H 1.236 -1.869 4.097 0.1 0.2 0.3
H 2.733 -1.358 3.222 0.0 -0.1 0.2
H 1.925 -2.937 2.942 0.3 0.0 -0.2
H -4.474 2.984 0.995 0.1 -0.1 -0.1
H -5.169 2.201 -0.125 0.2 0.0 -0.1
O -5.287 2.929 0.489 -0.4 0.1 0.2
H -3.488 3.045 -2.981 -0.3 0.1 0.2
H -4.702 3.717 -2.281 0.2 0.0 0.0
O -3.891 3.222 -2.118 0.2 -0.2 -0.2
```
Positions in Å, forces in eV/Å.

Mulliken population analysis, charges in e, atoms 1 to 5:
1 C -1.17
2 C -0.32
3 C -0.50
4 C 0.18
5 N -0.30

# 4
H24O12 | ωB97M-V/def2-TZVPD

XYZ file:
```
36
Properties=species:S:1:pos:R:3:forces:R:3
O -2.695 -1.204 -0.455 -0.3 -1.1 -0.5
H -3.309 -1.911 -0.255 -0.2 -0.2 -0.1
H -2.457 -0.844 0.399 0.3 0.4 0.7
O 0.307 -0.793 3.157 -0.1 0.1 0.1
H 1.214 -0.825 3.461 0.4 -0.1 -0.1
H -0.171 -1.353 3.769 -0.1 -0.3 0.3
O 0.766 2.394 1.974 -0.3 0.1 -0.1
H 1.090 1.578 2.356 0.2 -0.3 0.0
H 0.592 2.959 2.727 -0.1 0.2 0.2
O -0.824 -1.521 -2.719 0.4 0.1 -0.1
H -0.703 -2.303 -3.258 0.2 -0.2 -0.1
H -1.758 -1.324 -2.787 -0.3 0.2 0.3
O -0.797 2.580 -0.466 0.1 0.2 -0.1
H -0.284 2.400 0.322 0.5 -0.2 0.5
H -0.964 3.522 -0.434 -0.1 0.3 -0.2
O 0.642 1.962 -2.796 0.5 0.0 -0.5
H 0.206 2.065 -1.949 -0.3 0.2 0.5
H 0.071 1.373 -3.289 -0.1 -0.2 -0.1
O 3.226 -1.948 0.557 0.0 -0.8 0.4
H 3.252 -0.991 0.559 -0.1 0.8 -0.2
H 3.699 -2.200 -0.236 0.1 -0.1 -0.2
O 2.907 0.861 0.213 0.8 0.1 0.5
H 3.243 1.334 -0.549 0.1 0.2 -0.2
H 2.004 0.644 -0.018 -0.8 -0.3 -0.4
O -2.921 1.193 -1.339 -0.5 0.7 -0.6
H -2.971 0.270 -1.090 -0.2 -0.4 0.0
H -1.983 1.384 -1.367 0.1 0.3 0.2
O 0.852 -3.274 -0.507 -0.4 -0.7 -0.2
H 1.518 -2.941 0.095 0.4 0.4 0.2
H 0.689 -2.548 -1.110 0.0 0.0 0.0
O -1.781 0.079 1.643 -0.2 0.1 0.1
H -1.931 0.975 1.944 -0.2 0.4 -0.2
H -1.167 -0.288 2.279 0.5 -0.2 0.2
O 0.515 -0.310 -0.298 0.3 0.4 0.2
H 0.023 -0.795 -0.960 -0.3 0.0 -0.6
H -0.101 -0.199 0.426 -0.4 0.0 0.3
```
Positions in Å, forces in eV/Å.

Mulliken population analysis, charges in e, atoms 1 to 5:
1 O -0.60
2 H 0.27
3 H 0.35
4 O -0.61
5 H 0.30

Number 1: HOMO-LUMO gap 7.0 eV, HOMO energy -11.42 eV. Number 2: HOMO-LUMO gap 9.8 eV, HOMO energy -9.14 eV. Number 3: HOMO-LUMO gap 8.5 eV, HOMO energy -7.83 eV. Number 4: HOMO-LUMO gap 9.7 eV, HOMO energy -9.97 eV.